Record 1
# C4H6O3Yb

C4H6O3Yb as an isolated structure in a non-equilibrium geometry (the ωB97M-V functional and the def2-TZVPD basis, the Open Molecules 2025 dataset).

- 2S+1: 1
- Kohn-Sham gap: 6.3 eV
- Charge: +2

Positions of all 14 atoms, in Å:
C: -2.375 -0.121 0.551
C: -1.284 0.636 0.550
O: -3.598 0.362 0.750
H: -2.070 -1.085 1.057
H: -1.263 1.719 0.662
H: -4.079 0.456 -0.078
O: -0.051 0.047 0.056
C: 1.032 0.690 -0.146
O: 2.112 0.025 0.109
Yb: 1.770 3.040 -0.805
C: 2.394 -1.228 -0.559
H: 2.214 -2.052 0.139
H: 1.752 -1.321 -1.442
H: 3.445 -1.168 -0.844

Record 2
# C4H6O4

A 2-piece molecular cluster, C4H6O4 overall (the ωB97M-V functional and the def2-TZVPD basis, the Open Molecules 2025 dataset).

- 2S+1: 1
- Kohn-Sham gap: 10.1 eV
- SMILES: O=C=C[C@@H](O)C=O.O

Positions of all 14 atoms, in Å:
O: -0.048 -1.340 0.564
C: -0.344 -0.790 -0.689
C: -1.005 0.575 -0.599
O: -1.171 1.176 0.437
C: 1.833 0.225 -1.354
O: 2.644 1.050 -1.275
C: 0.894 -0.688 -1.544
H: -0.860 -1.488 1.061
H: -1.058 -1.420 -1.251
H: -1.329 1.003 -1.571
H: 1.094 -1.419 -2.329
O: -0.028 0.731 3.004
H: -0.427 0.809 2.116
H: -0.196 1.576 3.429

Record 3
# C4H6O4

The molecule C4H6O4 in a non-equilibrium geometry (the ωB97M-V functional and the def2-TZVPD basis, the Open Molecules 2025 dataset).

- 2S+1: 1
- Kohn-Sham gap: 8.3 eV
- SMILES: C/C(O)=C(/O)C(=O)O

Positions of all 14 atoms, in Å:
C: -1.466 -0.982 0.365
C: 1.430 -0.065 0.782
C: 0.725 0.147 -0.430
C: -0.640 0.183 -0.099
O: 2.770 0.074 0.808
O: 1.301 0.630 -1.596
O: -1.344 1.222 -0.624
O: 0.696 -0.160 1.799
H: 3.067 0.257 -0.102
H: 0.810 1.430 -1.854
H: -2.296 1.087 -0.481
H: -2.131 -0.688 1.182
H: -2.081 -1.339 -0.469
H: -0.839 -1.798 0.720

Record 4
# C4H6O4

The molecule C4H6O4 in a non-equilibrium geometry (the ωB97M-V functional and the def2-TZVPD basis, the Open Molecules 2025 dataset).

- 2S+1: 1
- Kohn-Sham gap (spin up / spin down): 8.4 / 8.4 eV

Positions of all 14 atoms, in Å:
C: 1.258 -0.770 -0.958
C: 0.411 -0.369 1.657
C: -0.304 0.408 0.655
C: -1.873 0.693 0.401
O: 1.527 -1.739 -1.794
O: 0.015 -0.148 -0.721
O: 1.321 -1.023 1.051
O: 0.302 1.697 0.778
H: 2.094 -0.108 -0.872
H: -2.498 0.463 1.372
H: -2.223 -0.069 -0.311
H: -1.980 1.743 -0.021
H: 0.721 -2.276 -1.977
H: 1.229 1.499 0.740

Record 5
# C4H6O4

The molecule C4H6O4 in a non-equilibrium geometry (the ωB97M-V functional and the def2-TZVPD basis, the Open Molecules 2025 dataset).

- 2S+1: 1
- Kohn-Sham gap: 11.2 eV
- SMILES: O=COCCC(=O)O

Positions of all 14 atoms, in Å:
O: 1.229 2.785 1.327
O: -0.429 -3.022 -0.990
O: -0.887 -2.081 1.080
O: 0.266 1.586 -0.524
C: 0.654 2.743 0.240
C: -0.542 -2.041 -0.242
C: 0.325 0.325 0.106
C: -0.407 -0.634 -0.817
H: -0.797 -3.041 1.305
H: 0.873 3.777 -0.236
H: -0.331 0.335 0.974
H: 1.398 0.082 0.363
H: -1.397 -0.234 -0.795
H: 0.044 -0.581 -1.792

Record 6
# C4H6OS

The molecule C4H6OS in a non-equilibrium geometry (the ωB97M-V functional and the def2-TZVPD basis, the Open Molecules 2025 dataset).

- 2S+1: 1
- Kohn-Sham gap: 9.6 eV
- SMILES: C1O[C@H]2C[C@@H]2S1

Positions of all 12 atoms, in Å:
C: 1.326 0.967 -0.095
C: -0.621 -0.605 -0.349
C: -1.992 -0.370 -0.055
C: -0.887 0.508 0.506
H: 1.739 0.870 -1.094
H: 1.780 1.575 0.682
H: -0.639 -0.185 -1.402
H: -2.386 -0.937 0.705
H: -2.660 -0.344 -0.977
H: -0.773 0.303 1.592
O: -0.117 1.543 -0.118
S: 1.057 -1.039 0.088

Record 7
# C4H6OS

The molecule C4H6OS in a non-equilibrium geometry (the ωB97M-V functional and the def2-TZVPD basis, the Open Molecules 2025 dataset).

- 2S+1: 1
- Kohn-Sham gap: 9.7 eV
- SMILES: S[C@@H]1C=COC1

Positions of all 12 atoms, in Å:
C: -0.701 -0.078 0.655
C: 0.326 -1.186 0.170
C: 1.230 0.698 -0.373
C: 0.162 1.114 0.299
H: -1.607 0.229 -1.583
H: -1.055 -0.017 1.730
H: -0.212 -1.877 -0.412
H: 0.742 -1.626 1.101
H: 2.007 1.287 -0.821
H: -0.106 2.182 0.191
O: 1.421 -0.644 -0.575
S: -2.207 -0.081 -0.381

Record 8
# C4H6OS

The molecule C4H6OS in a non-equilibrium geometry (the ωB97M-V functional and the def2-TZVPD basis, the Open Molecules 2025 dataset).

- 2S+1: 1
- Kohn-Sham gap: 9.3 eV
- SMILES: C=C(S)CC=O

Positions of all 12 atoms, in Å:
C: -0.632 -0.110 -0.050
C: -0.874 -1.400 0.244
C: 0.494 0.460 -0.863
C: 1.700 0.671 0.085
O: 1.675 0.631 1.249
S: -1.701 1.054 0.653
H: -1.836 -1.629 0.707
H: -0.317 -2.172 -0.265
H: 0.860 -0.093 -1.667
H: 0.142 1.438 -1.304
H: 2.705 1.029 -0.381
H: -2.215 0.121 1.592

Record 9
# C4H6OS

The molecule C4H6OS in a non-equilibrium geometry (the ωB97M-V functional and the def2-TZVPD basis, the Open Molecules 2025 dataset).

- 2S+1: 1
- Kohn-Sham gap: 9.4 eV
- SMILES: S=COC1CC1

Positions of all 12 atoms, in Å:
C: 1.489 0.944 -1.147
C: 0.190 -0.507 0.100
C: -0.832 0.267 0.910
C: -1.219 -1.009 0.172
H: 1.797 0.996 -2.210
H: 0.999 -1.104 0.671
H: -0.746 0.215 2.033
H: -1.131 1.244 0.482
H: -1.732 -0.825 -0.773
H: -1.418 -1.942 0.735
O: 0.525 0.034 -1.108
S: 2.078 1.688 0.135

Record 10
# C4H6OS

The molecule C4H6OS in a non-equilibrium geometry (the ωB97M-V functional and the def2-TZVPD basis, the Open Molecules 2025 dataset).

- 2S+1: 1
- Kohn-Sham gap: 9.7 eV
- SMILES: C/C=C\SC=O

Positions of all 12 atoms, in Å:
C: -2.051 -0.416 -0.036
C: -1.013 0.675 -0.042
C: 0.262 0.437 -0.127
C: 2.735 -0.341 0.118
H: -2.331 -0.805 0.941
H: -1.774 -1.242 -0.753
H: -2.976 0.045 -0.414
H: -1.373 1.669 0.214
H: 0.928 1.283 -0.186
H: 3.438 -1.034 0.637
O: 2.964 0.790 -0.182
S: 1.191 -1.061 -0.169

Record 11
# C4H6OS

C4H6OS as an isolated structure in a non-equilibrium geometry (the ωB97M-V functional and the def2-TZVPD basis, the Open Molecules 2025 dataset).

- 2S+1: 1
- Kohn-Sham gap: 9.1 eV

Positions of all 12 atoms, in Å:
C: 1.863 -0.089 -0.496
C: 0.542 0.048 -0.252
C: -0.549 0.423 0.144
C: -1.827 0.836 0.287
H: 2.333 -1.685 0.931
H: 2.319 0.932 -0.638
H: 2.226 -0.992 -1.233
H: -2.070 1.703 -0.381
H: -2.206 1.236 1.358
H: -1.982 -1.509 -0.762
O: 2.409 -0.338 0.881
S: -3.058 -0.566 0.163

Record 12
# C4H6OS

The molecule C4H6OS in a non-equilibrium geometry (the ωB97M-V functional and the def2-TZVPD basis, the Open Molecules 2025 dataset).

- 2S+1: 1
- Kohn-Sham gap: 9.8 eV
- SMILES: S[C@H]1C=CCO1

Positions of all 12 atoms, in Å:
C: -1.206 -0.465 -0.355
C: -0.557 -0.964 0.668
C: -0.415 0.484 -1.112
C: 0.968 -0.381 0.607
O: 0.945 0.207 -0.683
S: 1.545 0.952 1.673
H: -2.222 -0.695 -0.694
H: -0.903 -1.731 1.368
H: -0.414 0.326 -2.091
H: -0.606 1.544 -0.810
H: 1.673 -1.191 0.720
H: 1.193 1.914 0.709

Relative energy (zero: lowest compared OMol25 entry of this formula, charge and spin) / kcal per mole: 38.41; 60.03; 65.47; 128.73; 42.64; 122.05; 38.45; 43.84; 48.14; 32.00; 154.59; 50.17